#A
{
  "formula": "C4H7LiO2",
  "method": "ωB97M-V with the def2-TZVPD basis set",
  "e_lumo_ev": [-0.706, -0.706],
  "spin_multiplicity": 1,
  "species": ["O", "O", "C", "C", "C", "C", "Li", "H", "H", "H", "H", "H", "H", "H"],
  "positions_angstrom": [[2.366, -0.625, 1.497], [-2.317, 0.191, -1.158], [0.024, -0.930, 1.065], [-2.162, -0.651, -0.304], [-0.838, 0.196, 1.152], [1.433, -0.800, 0.502], [1.495, 0.381, 2.799], [-1.566, 0.204, 1.972], [-1.050, -1.503, -0.104], [-3.029, -1.080, 0.246], [1.624, -1.712, -0.114], [1.415, 0.044, -0.233], [-0.487, 1.115, 0.668], [-0.109, -1.713, 1.823]],
  "lowdin_charge": [-0.391, -0.013, -0.224, -0.260, -0.149, -0.484, 0.768, 0.068, 0.145, 0.114, 0.109, 0.112, 0.086, 0.119]
}

#B
{
  "formula": "C4H7LiO2",
  "method": "ωB97M-V with the def2-TZVPD basis set",
  "e_lumo_ev": -0.299,
  "spin_multiplicity": 1,
  "species": ["O", "O", "C", "C", "C", "C", "Li", "H", "H", "H", "H", "H", "H", "H"],
  "positions_angstrom": [[-3.132, 0.571, 0.287], [2.567, -0.543, -0.744], [-0.753, 0.252, -0.050], [-2.127, -0.344, -0.093], [0.372, -0.441, 0.184], [1.678, 0.117, -0.166], [3.972, -0.325, -0.658], [-2.163, -1.264, 0.513], [1.680, 1.222, -0.293], [-2.347, -0.628, -1.134], [-0.685, 1.307, -0.343], [3.730, 0.893, 0.733], [-3.131, 0.665, 1.245], [0.340, -1.482, 0.520]],
  "lowdin_charge": [-0.058, -0.242, -0.045, -0.261, -0.057, -0.311, 0.411, 0.127, 0.088, 0.134, 0.129, -0.132, 0.092, 0.123]
}

Question: which arrangement is favored energetically? Ranking from most to least stable: #B, #A.

#A
{
  "formula": "C6H13N2",
  "method": "ωB97M-V with the def2-TZVPD basis set",
  "e_lumo_ev": [0.888, 0.880],
  "spin_multiplicity": 2,
  "species": ["N", "N", "C", "C", "C", "C", "C", "C", "H", "H", "H", "H", "H", "H", "H", "H", "H", "H", "H", "H", "H"],
  "positions_angstrom": [[-0.731, 1.219, -0.464], [1.733, 0.420, -0.279], [-0.763, 1.689, 1.892], [-0.324, -2.545, 0.135], [0.602, -1.659, 0.437], [-1.385, 1.058, -1.651], [1.457, -1.001, -0.593], [-1.379, 1.363, 0.734], [1.977, 0.533, 0.698], [2.548, 0.753, -0.779], [0.868, -1.485, 1.478], [-2.454, 1.250, 0.679], [-0.551, -2.793, -0.893], [-2.463, 0.992, -1.701], [2.406, -1.540, -0.693], [-0.876, -3.077, 0.893], [0.337, 1.110, -0.438], [-0.890, 1.132, -2.607], [-1.381, 1.736, 2.773], [0.301, 1.864, 1.949], [0.968, -1.016, -1.569]],
  "lowdin_charge": [-0.110, -0.017, -0.027, 0.006, -0.193, -0.061, -0.253, -0.245, 0.083, 0.096, 0.104, 0.103, 0.062, 0.033, 0.113, 0.055, 0.057, 0.029, 0.027, 0.029, 0.110]
}

#B
{
  "formula": "C6H13N2",
  "method": "ωB97M-V with the def2-TZVPD basis set",
  "e_lumo_ev": [0.189, -0.053],
  "spin_multiplicity": 2,
  "species": ["N", "N", "C", "C", "C", "C", "C", "C", "H", "H", "H", "H", "H", "H", "H", "H", "H", "H", "H", "H", "H"],
  "positions_angstrom": [[-2.612, -1.323, -0.652], [1.063, 1.245, -1.171], [-3.082, -2.519, -0.740], [-1.221, 0.375, 0.240], [1.265, 0.424, 0.079], [0.044, 0.773, 0.925], [2.619, 0.647, 0.668], [-1.584, -0.974, 0.147], [0.039, 1.143, -1.409], [2.903, 1.684, 0.922], [-0.024, 1.863, 1.074], [1.045, -0.591, -0.242], [2.649, 0.312, 1.703], [3.464, 0.153, 0.187], [1.733, 0.896, -1.845], [-2.821, -3.365, -0.091], [1.362, 2.204, -0.970], [0.115, 0.385, 1.946], [-1.161, -1.717, 0.832], [-3.882, -2.720, -1.457], [-1.915, 1.104, -0.143]],
  "lowdin_charge": [-0.101, 0.164, -0.158, -0.216, -0.380, -0.246, -0.068, -0.278, 0.141, 0.091, 0.111, 0.140, 0.083, 0.080, 0.146, 0.038, 0.149, 0.111, 0.102, 0.027, 0.064]
}

Question: which arrangement is favored energetically? Ranking from most to least stable: #A, #B.

#A
{
  "formula": "CH3O2",
  "method": "ωB97M-V with the def2-TZVPD basis set",
  "charge": -1,
  "e_lumo_ev": 4.403,
  "spin_multiplicity": 1,
  "species": ["O", "O", "C", "H", "H", "H"],
  "positions_angstrom": [[-2.020, 0.014, 0.553], [1.413, 1.213, -0.553], [0.913, 0.127, -0.356], [-1.559, -0.659, 1.098], [0.014, 0.015, 0.271], [1.240, -0.710, -1.012]],
  "lowdin_charge": [-0.650, -0.070, -0.160, -0.194, 0.013, 0.061]
}

#B
{
  "formula": "CH3O2",
  "method": "ωB97M-V with the def2-TZVPD basis set",
  "charge": -1,
  "e_lumo_ev": 4.955,
  "spin_multiplicity": 1,
  "smiles": "[O-]CO",
  "species": ["O", "O", "C", "H", "H", "H"],
  "positions_angstrom": [[-0.491, 0.804, 1.195], [-0.153, -1.180, -0.469], [0.131, 0.273, 0.130], [-1.065, -0.929, -0.494], [1.297, 0.117, 0.437], [0.282, 0.915, -0.799]],
  "lowdin_charge": [-0.346, -0.210, -0.565, -0.015, 0.074, 0.062]
}

#C
{
  "formula": "CH3O2",
  "method": "ωB97M-V with the def2-TZVPD basis set",
  "charge": -1,
  "e_lumo_ev": 4.978,
  "spin_multiplicity": 1,
  "smiles": "[O-]CO",
  "species": ["O", "O", "C", "H", "H", "H"],
  "positions_angstrom": [[-0.499, -1.112, -0.341], [0.740, 0.993, -0.181], [-0.026, 0.209, 0.439], [0.289, -0.335, 1.365], [-1.053, 0.610, 0.722], [-1.443, -0.940, -0.427]],
  "lowdin_charge": [-0.234, -0.247, -0.621, 0.058, 0.057, -0.015]
}

Question: which arrangement is favored energetically? Ranking from most to least stable: #C, #B, #A.